ORCA calculation (ωB97M-V/def2-TZVPD) on C5H11O4 in the gas phase in a non-equilibrium geometry.

Structure (ORCA input):
```
! wB97M-V def2-TZVPD RIJCOSX def2/J DEFGRID3
* xyz 0 2
C -3.0769 -0.1110 -0.1253
C -1.7441 -0.7178 0.2585
C -0.5420 0.1344 -0.1608
C 0.7751 -0.5461 0.2125
C 1.9745 0.2929 -0.1685
O 3.1662 -0.3484 0.1797
O 4.3021 0.5548 -0.0388
O 5.4559 -0.0823 0.0974
O -0.5846 1.4367 0.4208
H -3.9082 -0.7588 0.1607
H -3.2305 0.8520 0.3641
H -3.1425 0.0542 -1.2020
H -1.6955 -0.8544 1.3443
H -1.6443 -1.7222 -0.1719
H -0.5549 0.2699 -1.2551
H 0.7997 -0.7107 1.2940
H 0.8592 -1.5338 -0.2544
H 2.0158 0.4992 -1.2452
H 1.9719 1.2577 0.3546
H -1.1969 2.0336 -0.0647
*
```

Expectation value of S²   0.755
M   135.1 g mol⁻¹
Kohn-Sham gap (alpha / beta)   10.95 / 9.59 eV
Relative energy (zero: lowest compared OMol25 entry of this formula, charge and spin)   3.146 eV
HOMO (alpha / beta)   -10.242 / -10.529 eV

=====

ORCA calculation (ωB97M-V/def2-TZVPD) on a molecular structure, C2H4HgLiO2 in a non-equilibrium geometry.

Structure (ORCA input):
```
! wB97M-V def2-TZVPD RIJCOSX def2/J DEFGRID3
* xyz 1 3
O 0.2646 -0.0264 -0.3384
C -0.5538 -1.1321 -0.6015
C -2.0012 -0.7480 -0.6005
O -2.3464 0.4184 -0.6962
H -0.4086 -1.8726 0.2103
H -0.3993 -1.7583 -1.5024
H -2.7427 -1.5673 -0.6633
Li -0.7466 1.5496 -0.8199
Hg 2.4210 -0.1282 -1.0388
H 0.4718 -0.2573 1.2977
*
```

Expectation value of S²   2.008
M   267.6 g mol⁻¹
Kohn-Sham gap (alpha / beta)   7.73 / 7.67 eV
Relative energy (zero: lowest compared OMol25 entry of this formula, charge and spin)   0.000 eV
HOMO (alpha / beta)   -11.797 / -14.919 eV

=====

ORCA calculation (ωB97M-V/def2-TZVPD) on a molecular structure, C15H36NO2P2SiY in a non-equilibrium geometry.

Structure (ORCA input):
```
! wB97M-V def2-TZVPD RIJCOSX def2/J DEFGRID3
* xyz 0 1
C 0.9773 -1.2048 -3.8197
C 0.9808 -0.9010 -2.4555
N -0.1372 -0.9215 -1.6907
C -1.3235 -1.1350 -2.3184
C -1.3712 -1.4835 -3.6660
C -0.2213 -1.5426 -4.4086
C 2.3229 -0.4461 -1.9331
P 2.5636 -0.1213 -0.0641
Y 0.0418 -0.5603 0.8191
P -2.6055 -0.0806 -0.0002
C -2.6283 -1.0806 -1.5837
O 2.0873 3.1458 -3.2138
O -1.1422 2.7869 -1.8917
H 1.9390 -1.2289 -4.3359
H -2.3472 -1.6451 -4.1251
H -0.2224 -1.7860 -5.4685
C 3.4638 -1.6553 0.1540
C 3.8292 1.1809 -0.0710
H -3.4012 -0.6265 -2.2209
H -3.0030 -2.0907 -1.3378
H 2.6143 0.5067 -2.3251
H 3.1668 -1.0782 -2.2791
C -4.0120 -0.8695 0.8494
C -3.3236 1.4669 -0.6042
H -0.6076 3.1470 -1.2250
H -1.0170 3.5156 -2.5680
H 1.6106 2.6138 -2.5305
H 2.2848 2.5200 -3.8999
H 0.4783 -2.3445 0.9994
H 0.3343 1.3140 0.9325
H 4.3761 -1.5347 -0.4350
H 3.7377 -1.8706 1.1814
H 2.8805 -2.4921 -0.2396
H 4.7925 0.6960 -0.2984
H 3.5831 1.9419 -0.8283
H 3.8688 1.6323 0.9366
H -4.3207 1.2737 -1.0129
H -3.3894 2.1588 0.2414
H -2.6759 1.9136 -1.3724
H -4.9494 -0.5499 0.3741
H -3.9114 -1.9649 0.8027
H -4.0025 -0.5293 1.8938
C 1.7467 -0.0610 3.4753
Si 0.3935 1.2875 3.4679
C -0.2030 1.5646 5.2262
C 1.1992 2.9063 2.8761
C -1.0256 0.7872 2.3702
H 2.3052 0.1010 4.4143
H 2.4798 0.0305 2.6501
H 1.3377 -1.0885 3.4961
H 0.6256 1.9445 5.8426
H -1.0234 2.2979 5.2319
H -0.5724 0.6228 5.6583
H 1.6758 2.7841 1.8895
H 0.4263 3.6872 2.7819
H 1.9663 3.2371 3.5977
H -1.8027 0.1684 2.8719
H -1.5310 1.6515 1.9016
*
```

M   441.4 g mol⁻¹
Kohn-Sham gap   6.28 eV
Relative energy (zero: lowest compared OMol25 entry of this formula, charge and spin)   2.104 eV
HOMO   -6.077 eV

=====

ORCA calculation (ωB97M-V/def2-TZVPD) on a molecular structure, C24H16BrF4MoN2OPS3 in a non-equilibrium geometry.

Structure (ORCA input):
```
! wB97M-V def2-TZVPD RIJCOSX def2/J DEFGRID3
* xyz 2 1
Mo 1.3700 -1.0204 -0.5261
F -2.1481 -3.8146 5.0070
C -1.8278 -2.9824 4.0438
C -2.5162 -1.7924 3.9016
F -3.4914 -1.4985 4.7328
C -2.1744 -0.9144 2.8863
F -2.8746 0.2082 2.7995
C -1.1496 -1.1972 1.9980
P -0.6301 -0.0505 0.7133
C -0.1428 1.4553 1.5750
C 1.1172 1.5112 2.1766
C 1.4907 2.6185 2.9202
C 0.6066 3.6832 3.0587
C -0.6515 3.6309 2.4729
C -1.0315 2.5184 1.7352
C -2.0436 0.2607 -0.3413
C -2.9820 -0.7489 -0.5481
C -4.0191 -0.5521 -1.4470
C -4.1145 0.6462 -2.1444
C -3.1705 1.6461 -1.9538
C -2.1292 1.4547 -1.0562
C -0.4939 -2.3997 2.1762
Br 0.9005 -2.9605 1.0050
C -0.8010 -3.2977 3.1667
F -0.1556 -4.4439 3.3049
H 1.8071 0.6800 2.1081
H 2.4604 2.6478 3.4005
H 0.8940 4.5517 3.6382
H -1.3461 4.4516 2.6006
H -2.0252 2.4785 1.3081
H -2.9197 -1.6890 -0.0126
H -4.7532 -1.3321 -1.6023
H -4.9294 0.8003 -2.8401
H -3.2446 2.5767 -2.5011
H -1.3913 2.2381 -0.9250
S 2.6725 -2.6906 -1.5776
C 1.8181 -3.0797 -3.0307
C 2.3920 -4.0983 -3.8710
N 2.8663 -4.9006 -4.5446
C 0.6661 -2.4616 -3.3412
S 0.0212 -1.2338 -2.2961
C -0.1083 -2.7702 -4.5170
N -0.7578 -2.9921 -5.4392
C 4.9005 0.5477 -1.8410
S 3.7693 1.4698 -0.8685
C 3.1563 2.6221 -2.0474
O 2.5404 0.5140 -0.6391
H 5.7485 1.2239 -1.9804
H 4.4463 0.2646 -2.7898
H 5.2149 -0.3174 -1.2604
H 4.0191 3.1997 -2.3876
H 2.4490 3.2689 -1.5330
H 2.6963 2.0698 -2.8663
*
```

M   727.4 g mol⁻¹
Kohn-Sham gap (alpha / beta)   6.44 / 6.43 eV
HOMO (alpha / beta)   -14.750 / -14.749 eV